1.
130
Properties=species:S:1:pos:R:3 method="wB97M-V/def2-TZVPD" charge=+1 lumo_energy_ev=-5.3 multiplicity=1 homo_energy_ev=-10.6
C -0.678 -7.086 -1.814
C -0.814 -6.728 -3.189
C -1.498 -6.373 -4.673
C -1.271 -4.764 -5.086
N -0.308 -4.574 -6.163
N -0.229 -3.260 -6.458
C -0.914 -2.097 -5.898
Cl -0.574 -0.404 -6.630
C -1.952 -2.174 -4.678
C -2.737 -0.923 -3.979
C -4.238 -0.734 -4.693
O -4.572 0.477 -5.158
C -5.172 -2.085 -4.755
C -5.145 -3.135 -6.042
C -6.096 -4.501 -6.013
C -7.093 -4.869 -4.724
C -7.106 -3.808 -3.448
C -6.169 -2.429 -3.460
C -2.133 -3.728 -4.242
C -3.122 -4.236 -3.029
C -2.706 -3.844 -1.625
H -0.758 -7.349 -0.652
H -0.937 -7.096 -5.437
H -2.635 -6.679 -4.732
H 0.461 -3.051 -7.245
H -2.078 0.050 -4.112
H -2.856 -1.128 -2.832
H -4.448 -2.973 -6.988
H -6.085 -5.269 -6.922
H -7.743 -5.858 -4.689
H -7.797 -4.041 -2.506
H -6.236 -1.740 -2.510
H -4.084 -4.903 -3.168
H -1.887 -4.489 -1.046
H -3.210 -2.910 -1.083
C -8.864 -2.107 -7.304
Cl -7.943 -3.245 -6.306
Cl -10.599 -2.450 -7.197
Cl -8.528 -0.438 -6.814
H -8.552 -2.231 -8.344
C 2.145 -0.676 -3.763
Cl 0.512 -1.337 -3.953
Cl 2.096 0.856 -2.874
Cl 3.195 -1.840 -2.939
H 2.556 -0.484 -4.758
C 3.967 3.233 -0.022
Cl 2.339 3.685 -0.557
Cl 3.918 2.554 1.614
Cl 4.696 2.080 -1.153
H 4.585 4.134 -0.003
C 7.694 1.801 1.511
Cl 8.595 0.983 0.223
Cl 8.488 1.557 3.077
Cl 7.535 3.530 1.157
H 6.693 1.366 1.561
C -7.906 -0.844 0.475
Cl -7.005 -1.663 -0.813
Cl -7.112 -1.088 2.040
Cl -8.065 0.884 0.121
H -8.907 -1.279 0.525
C 2.734 3.714 5.409
Cl 3.655 2.576 6.407
Cl 0.999 3.371 5.515
Cl 3.070 5.383 5.898
H 3.046 3.590 4.369
C -9.054 -3.186 4.680
Cl -9.100 -3.628 2.965
Cl -7.381 -3.099 5.256
Cl -9.886 -1.645 4.948
H -9.574 -3.961 5.249
C -11.287 3.025 0.271
Cl -11.471 2.819 -1.479
Cl -12.250 4.399 0.840
Cl -11.752 1.543 1.124
H -10.235 3.230 0.485
C 11.754 3.422 4.114
Cl 12.861 3.750 2.770
Cl 12.500 2.312 5.277
Cl 11.279 4.931 4.911
H 10.856 2.947 3.713
C -2.606 5.945 5.159
Cl -3.218 5.675 3.518
Cl -2.920 4.531 6.180
Cl -0.874 6.314 5.124
H -3.132 6.802 5.586
C 8.795 -0.988 6.197
Cl 8.749 -1.429 4.482
Cl 10.468 -0.900 6.773
Cl 7.963 0.554 6.465
H 8.275 -1.763 6.767
C 14.892 -1.206 5.830
Cl 13.123 -1.156 5.750
Cl 15.505 0.094 6.866
Cl 15.444 -2.784 6.418
H 15.287 -1.058 4.821
C -10.621 -3.717 -11.351
Cl -10.673 -3.418 -13.097
Cl -9.400 -2.691 -10.580
Cl -12.213 -3.442 -10.625
H -10.344 -4.762 -11.189
C 12.723 5.175 8.576
Cl 12.942 6.725 9.406
Cl 14.224 4.235 8.608
Cl 11.397 4.258 9.311
H 12.465 5.376 7.533
C 1.600 -0.337 0.584
Cl 3.352 -0.248 0.339
Cl 1.189 -1.679 1.665
Cl 0.983 1.194 1.230
H 1.126 -0.517 -0.385
C 4.535 -2.195 3.330
Cl 5.199 -0.576 3.050
Cl 5.209 -3.353 2.171
Cl 4.855 -2.720 4.992
H 3.452 -2.153 3.185
C -13.765 0.518 -6.922
Cl -13.101 2.137 -7.202
Cl -13.091 -0.640 -8.081
Cl -13.445 -0.007 -5.260
H -14.848 0.560 -7.067
C 12.546 8.021 2.528
Cl 11.498 9.083 3.483
Cl 11.999 7.957 0.844
Cl 14.229 8.568 2.614
H 12.489 7.013 2.947
C 3.318 5.944 10.177
Cl 1.690 6.396 9.642
Cl 3.269 5.265 11.813
Cl 4.047 4.791 9.047
H 3.936 6.845 10.197

2.
84
Properties=species:S:1:pos:R:3 method="wB97M-V/def2-TZVPD" charge=+3 lumo_energy_ev="-8.2 / -8.7" multiplicity=4 s2=3.773 homo_energy_ev="-15.5 / -15.7" e_above_lowest_ev=1.102
Re 2.098 1.792 -0.205
O 1.628 1.396 3.880
C 2.269 1.562 2.889
O 1.677 1.657 1.687
C 3.785 1.665 2.901
P 4.762 1.708 1.361
C 4.075 3.156 0.407
C 3.153 4.090 0.922
C 2.933 5.311 0.284
C 3.645 5.636 -0.850
C 4.607 4.752 -1.356
C 4.830 3.550 -0.731
C 4.101 0.290 0.343
C 4.859 -0.024 -0.811
C 4.649 -1.180 -1.527
C 3.701 -2.106 -1.085
C 2.987 -1.861 0.070
C 3.177 -0.678 0.783
H 4.164 0.828 3.494
H 4.058 2.555 3.476
H 2.618 3.892 1.839
H 2.208 6.000 0.694
H 3.487 6.591 -1.333
H 5.207 5.036 -2.210
H 5.643 2.919 -1.071
H 5.677 0.629 -1.095
H 5.256 -1.398 -2.395
H 3.563 -3.033 -1.626
H 2.299 -2.602 0.455
H 2.640 -0.551 1.711
F -1.157 -4.167 -0.326
C -1.684 -2.947 -0.099
C -0.890 -1.857 -0.253
C -1.385 -0.576 0.047
C -0.565 0.594 -0.081
O 0.679 0.427 -0.434
C -1.152 1.833 0.171
C -2.470 1.872 0.590
N -3.216 0.795 0.798
C -4.600 0.954 1.239
C -4.912 1.978 2.284
C -4.970 0.521 2.627
C -2.707 -0.467 0.510
C -3.513 -1.604 0.639
C -3.032 -2.867 0.335
N -3.848 -3.984 0.441
C -4.800 -4.152 1.523
C -4.405 -5.328 2.411
N -4.257 -6.572 1.572
C -3.281 -6.377 0.436
C -3.736 -5.178 -0.379
C -0.523 3.166 -0.071
O -1.174 4.169 -0.111
O 0.800 3.199 -0.283
H 0.131 -1.981 -0.587
H -2.933 2.833 0.767
H -5.307 0.802 0.434
H -5.835 2.525 2.167
H -4.099 2.550 2.708
H -5.936 0.056 2.766
H -4.177 0.138 3.256
H -4.543 -1.484 0.935
H -5.804 -4.316 1.114
H -4.846 -3.265 2.149
H -5.155 -5.528 3.174
H -3.440 -5.159 2.886
H -5.170 -6.835 1.190
H -3.960 -7.354 2.160
H -3.264 -7.294 -0.150
H -2.304 -6.211 0.886
H -4.728 -5.387 -0.798
H -3.070 -5.028 -1.221
Se -1.100 2.243 -4.155
N 0.212 2.411 -5.303
C 1.338 2.284 -4.622
C 2.631 2.332 -5.204
C 3.688 2.159 -4.368
C 3.474 1.972 -2.985
N 2.304 1.933 -2.372
C 1.191 2.064 -3.204
N -0.042 1.989 -2.760
H 2.743 2.495 -6.267
H 4.706 2.176 -4.730
H 4.338 1.865 -2.354

3.
81
Properties=species:S:1:pos:R:3 method="wB97M-V/def2-TZVPD" charge=+1 lumo_energy_ev=-3.6 multiplicity=1 homo_energy_ev=-10.9 e_above_lowest_ev=0.755
Sn -0.582 0.274 -0.341
O 0.436 -0.875 2.170
C 0.207 -0.438 3.427
C -0.950 0.124 3.929
C -0.916 0.542 5.248
C 0.222 0.387 6.044
C 1.370 -0.188 5.547
C 1.362 -0.603 4.218
C 2.315 -1.189 3.362
N 1.794 -1.340 2.164
N 2.385 -1.821 1.149
C 1.859 -2.060 -0.052
O 0.695 -1.781 -0.414
C 2.809 -2.751 -0.936
C 4.180 -2.571 -0.745
C 5.080 -3.266 -1.528
C 4.619 -4.156 -2.487
C 3.258 -4.338 -2.677
C 2.348 -3.630 -1.915
H -1.830 0.219 3.312
H -1.791 1.008 5.673
H 0.202 0.727 7.067
H 2.253 -0.310 6.148
H 3.314 -1.517 3.568
H 4.520 -1.883 0.014
H 6.140 -3.124 -1.388
H 5.322 -4.717 -3.082
H 2.909 -5.043 -3.415
H 1.285 -3.778 -2.042
O -2.105 -1.334 -1.356
C -2.816 -0.926 -2.537
C -2.331 0.504 -2.961
O -2.802 1.035 -3.934
O -1.397 1.012 -2.236
C -4.297 -0.952 -2.202
C -5.196 -0.034 -2.728
C -6.524 -0.056 -2.335
C -6.973 -1.001 -1.428
C -6.089 -1.942 -0.928
C -4.761 -1.921 -1.316
C -2.434 -1.790 -3.718
C -3.344 -2.046 -4.735
C -2.964 -2.790 -5.837
C -1.673 -3.276 -5.941
C -0.755 -3.004 -4.940
C -1.129 -2.256 -3.838
H -1.779 -2.233 -1.493
H -4.857 0.703 -3.438
H -7.211 0.673 -2.739
H -8.006 -1.004 -1.112
H -6.429 -2.699 -0.235
H -4.085 -2.665 -0.919
H -4.350 -1.665 -4.663
H -3.678 -2.984 -6.623
H -1.377 -3.856 -6.800
H 0.260 -3.364 -5.020
H -0.387 -2.013 -3.083
C 3.738 1.401 -2.142
As 1.758 1.222 -2.111
C 1.564 0.441 -3.895
C 1.317 3.067 -2.584
H 4.049 1.936 -3.040
H 4.212 0.420 -2.141
H 4.088 1.953 -1.269
H 2.130 1.028 -4.619
H 0.514 0.455 -4.170
H 1.921 -0.588 -3.914
H 1.866 3.374 -3.475
H 1.556 3.748 -1.767
H 0.251 3.114 -2.789
I 1.970 3.667 4.825
C 0.711 3.657 3.136
C -0.268 4.621 2.951
C -1.058 4.536 1.815
C -0.858 3.485 0.934
N 0.073 2.556 1.128
C 0.850 2.649 2.196
H -0.411 5.418 3.664
H -1.822 5.271 1.623
H -1.453 3.368 0.036
H 1.616 1.894 2.305